[1]
Formula: C53H69N11O3
Source: the OMol25 dataset
Level of theory: wB97M-V/def2-TZVPD

Last column: Mulliken charge in e.
Positions of all 136 atoms, in Å:
1 O 17.7165 5.5811 4.1848  -0.466
2 C 17.2126 4.9086 4.9879  0.524
3 O 16.8424 5.3424 6.2400  -0.379
4 C 16.2558 4.2622 6.9675  0.439
5 C 16.0796 3.1452 5.9015  -0.197
6 O 16.9242 3.5669 4.8266  -0.366
7 H 16.8842 3.9427 7.8017  -0.035
8 H 15.3123 4.6123 7.3872  -0.040
9 H 15.0564 3.1174 5.5536  0.227
10 H 16.3504 2.1437 6.2207  0.314
11 C 15.8512 2.5645 9.9496  0.009
12 C 16.3157 3.6402 10.6466  -0.268
13 C 17.1975 3.4184 11.6851  -0.345
14 N 17.5876 2.2471 12.0914  -0.564
15 C 17.1535 1.1975 11.4226  -0.363
16 C 16.2162 1.3061 10.3905  -0.713
17 H 15.2986 2.6932 9.0273  0.600
18 H 16.0110 4.6493 10.3935  0.448
19 H 17.6085 4.2755 12.2079  0.378
20 H 17.5213 0.2295 11.7541  0.429
21 H 15.8883 0.4187 9.8522  0.402
22 C 7.6360 3.9106 8.3607  -0.155
23 C 8.1849 3.1485 7.3591  0.269
24 C 7.4297 2.0942 6.8375  -0.462
25 N 6.2678 1.7456 7.2721  -0.626
26 C 5.7653 2.4671 8.2143  -0.554
27 C 6.3798 3.5765 8.7861  -0.251
28 H 8.2195 4.6840 8.8619  0.429
29 H 9.1635 3.3450 6.9450  -0.050
30 H 7.8603 1.5084 6.0249  0.389
31 H 4.7961 2.1554 8.5840  0.495
32 H 5.9316 4.0968 9.6202  0.430
33 C 10.5019 2.8521 4.7665  -0.210
34 C 9.9461 2.0032 3.8237  -0.357
35 C 9.2859 2.5526 2.7522  -0.266
36 N 9.2964 3.8490 2.4938  -0.610
37 C 9.8462 4.6587 3.3962  -0.468
38 C 10.3978 4.2116 4.5671  0.203
39 H 11.0045 2.4373 5.6258  0.392
40 H 10.0216 0.9287 3.9700  0.383
41 H 8.8046 1.9291 2.0053  0.376
42 H 9.7549 5.7102 3.1486  0.395
43 H 10.8143 4.9085 5.2899  0.211
44 C 11.1318 5.2661 10.7936  0.513
45 C 11.0296 6.0995 9.6934  -0.949
46 C 11.2173 5.5408 8.4439  -0.779
47 N 11.4856 4.2541 8.2408  -0.026
48 C 11.5414 3.4658 9.2968  -1.453
49 C 11.3765 3.9134 10.5809  0.188
50 H 11.0078 5.6853 11.7837  0.689
51 H 10.8635 7.1681 9.7578  0.538
52 H 11.1911 6.1786 7.5622  0.401
53 H 11.7783 2.4212 9.1169  0.577
54 H 11.2862 3.2182 11.4093  0.259
55 C 10.3447 3.5561 15.8035  -0.021
56 C 10.8254 2.7376 14.8215  -0.021
57 C 10.3158 1.4307 14.7633  -0.549
58 N 9.3631 0.9719 15.5694  -0.618
59 C 9.0379 1.7195 16.5743  -0.559
60 C 9.4834 3.0208 16.7468  -0.484
61 H 10.6303 4.5972 15.8320  0.456
62 H 11.4423 3.1401 14.0188  0.283
63 H 10.6074 0.7622 13.9545  0.579
64 H 8.3013 1.2838 17.2370  0.402
65 H 9.1434 3.6281 17.5792  0.430
66 C 11.7276 7.5459 15.8846  -0.363
67 C 12.3392 6.4641 15.3168  -0.339
68 C 12.6422 6.5042 13.9709  -0.428
69 N 12.4487 7.5670 13.1971  -0.274
70 C 11.8339 8.5753 13.7544  -0.071
71 C 11.4297 8.6147 15.0671  -0.702
72 H 11.3265 7.4885 16.8924  0.391
73 H 12.6168 5.6102 15.9200  0.632
74 H 13.1312 5.6308 13.5344  0.436
75 H 11.6996 9.4575 13.1315  0.380
76 H 10.9543 9.5109 15.4399  0.430
77 C 14.6643 -0.7395 15.2250  -1.471
78 C 13.6130 -0.1190 14.3264  -0.083
79 C 14.0534 0.1210 12.8622  0.022
80 C 12.8863 0.4409 12.0340  0.077
81 N 11.9176 0.5722 11.4108  -0.422
82 H 15.6753 -0.3814 14.9906  0.324
83 H 14.7174 -1.8261 15.0941  0.341
84 H 14.4568 -0.5454 16.2732  0.408
85 H 13.2609 0.8514 14.7221  0.040
86 H 12.6773 -0.6870 14.4352  0.379
87 H 14.5173 -0.8101 12.4958  0.391
88 H 14.8439 0.8671 12.8094  0.024
89 C 9.8492 11.3435 7.4969  -1.103
90 C 10.3065 11.1297 6.0596  -0.182
91 C 9.4883 10.1148 5.3107  -0.567
92 C 9.5424 8.8242 5.9256  0.286
93 N 9.5618 7.8205 6.4364  -0.343
94 H 10.4382 12.1124 7.9908  0.316
95 H 9.8366 10.4242 8.0816  0.207
96 H 8.8169 11.7235 7.4910  0.392
97 H 11.3494 10.7984 6.0891  0.128
98 H 10.2605 12.0840 5.5394  0.319
99 H 9.8006 10.0392 4.2704  0.292
100 H 8.4339 10.4102 5.2845  0.289
101 C 14.4481 7.7181 8.9944  -0.971
102 C 13.7511 8.9993 9.4346  -0.229
103 C 13.2612 9.7976 8.2399  0.020
104 C 14.3476 10.4285 7.4967  0.095
105 N 15.1824 10.9202 6.8747  -0.496
106 H 15.4351 7.9363 8.5797  0.533
107 H 13.8379 7.2117 8.2392  0.099
108 H 14.5697 6.9892 9.7979  0.247
109 H 14.3792 9.6231 10.0654  0.458
110 H 12.8544 8.7275 10.0029  -0.024
111 H 12.5893 10.5700 8.6129  0.262
112 H 12.7636 9.1928 7.4752  0.008
113 C 8.0634 2.2907 11.9968  -0.497
114 C 8.3345 0.9654 11.3252  0.091
115 C 7.1970 -0.0209 11.4867  -0.779
116 C 5.9070 0.5093 11.0783  0.319
117 N 4.9034 0.9328 10.7614  -0.517
118 H 7.1957 2.7931 11.5661  0.424
119 H 8.9422 2.9350 11.9976  -0.326
120 H 7.8086 2.1308 13.0605  0.229
121 H 9.2452 0.5013 11.6967  0.000
122 H 8.5013 1.1278 10.2530  0.228
123 H 7.0995 -0.3127 12.5354  0.327
124 H 7.4131 -0.9083 10.8906  0.419
125 C 8.4195 6.1194 12.7369  0.073
126 C 7.0983 5.9165 13.4615  -0.708
127 C 7.2280 5.1587 14.7481  0.763
128 C 5.9614 4.5956 15.2445  -0.036
129 N 4.9853 4.1179 15.6109  -0.493
130 H 8.7864 5.2265 12.2371  -0.438
131 H 9.2196 6.5491 13.3655  0.010
132 H 8.3241 6.8739 11.9424  0.388
133 H 6.4850 5.2766 12.8166  0.270
134 H 6.5828 6.8614 13.6055  0.483
135 H 7.7109 5.7752 15.5140  0.428
136 H 7.8727 4.2691 14.6575  -0.671

As for the SMILES: O=C1OCCO1.c1ccncc1.c1ccncc1.c1ccncc1.c1ccncc1.c1ccncc1.c1ccncc1.CCCC#N.CCCC#N.CCCC#N.CCCC#N.CCCC#N. Its net charge is 0. The strongest force on any atom is 0.05819 hartree/bohr. The HOMO energy comes out at -9.106 eV. The gap between HOMO and LUMO is 9.11 eV.



[2]
Formula: C53H69N7O5PW
Source: the OMol25 dataset
Level of theory: wB97M-V/def2-TZVPD

Last column: Mulliken charge in e.
Positions of all 136 atoms, in Å:
1 W -0.6372 -0.5064 1.5908  1.165
2 C 5.7979 -1.5902 -2.2371  -1.657
3 C 5.5041 -0.4125 -1.2943  1.539
4 C 5.3391 0.8564 -2.1292  -1.973
5 C 6.6800 -0.2166 -0.3246  -1.628
6 C 4.2471 -0.7316 -0.4931  -0.145
7 C 3.1210 0.0450 -0.5375  -0.823
8 C 2.0044 -0.3419 0.2344  0.110
9 N 0.7719 0.2345 0.2778  0.388
10 C 0.4681 1.4282 -0.3792  0.265
11 C 0.9373 1.8771 -1.6109  -1.320
12 C 0.5199 3.1139 -2.0645  0.135
13 C -0.2564 3.9031 -1.1992  -0.762
14 C -0.7403 3.5009 0.0457  0.464
15 C -0.4487 2.1675 0.3739  0.220
16 O -0.9965 1.4656 1.3930  0.012
17 C -1.3441 4.5358 1.0083  1.937
18 C -1.7577 5.8184 0.2783  -2.045
19 C -0.2091 4.8909 1.9875  -1.271
20 C -2.5707 4.0656 1.8026  -1.810
21 C 0.9456 3.5904 -3.4529  1.894
22 C 0.3166 4.9346 -3.8218  -2.176
23 C 2.4748 3.7335 -3.4786  -1.608
24 C 0.5078 2.5478 -4.4931  -1.650
25 C 2.0882 -1.4276 1.1444  0.521
26 O 1.0080 -1.5297 1.9253  -0.324
27 C 3.2133 -2.2560 1.1965  0.459
28 C 4.2392 -1.8784 0.3409  -0.885
29 C 3.4337 -3.4768 2.0972  1.732
30 C 3.7163 -4.6928 1.1998  -1.706
31 C 4.6448 -3.2122 3.0049  -1.632
32 C 2.2428 -3.8225 2.9924  -1.800
33 H 6.6878 -1.3726 -2.8280  0.479
34 H 4.9685 -1.7606 -2.9274  0.317
35 H 5.9883 -2.5185 -1.6960  0.354
36 H 6.2633 1.0550 -2.6705  0.538
37 H 5.1327 1.7323 -1.5094  0.427
38 H 4.5453 0.7525 -2.8747  0.314
39 H 7.5875 -0.0017 -0.8892  0.461
40 H 6.8757 -1.1070 0.2750  0.348
41 H 6.4976 0.6200 0.3523  0.377
42 H 3.0989 0.9391 -1.1352  0.857
43 H 1.5501 1.2436 -2.2344  0.873
44 H -0.5021 4.9002 -1.5287  0.799
45 H -0.9062 6.3587 -0.1355  0.468
46 H -2.2419 6.4888 0.9886  0.428
47 H -2.4707 5.6160 -0.5237  0.405
48 H 0.6533 5.2934 1.4547  0.347
49 H 0.1348 4.0160 2.5467  0.022
50 H -0.5481 5.6415 2.7030  0.486
51 H -3.4601 4.0145 1.1715  0.400
52 H -2.7825 4.8016 2.5799  0.619
53 H -2.4293 3.0973 2.2812  0.274
54 H 0.6555 5.7406 -3.1683  0.429
55 H -0.7749 4.8958 -3.7965  0.405
56 H 0.6102 5.2017 -4.8367  0.434
57 H 2.8137 4.4663 -2.7443  0.342
58 H 2.8027 4.0670 -4.4639  0.540
59 H 2.9739 2.7839 -3.2685  0.234
60 H -0.5744 2.3963 -4.4701  0.300
61 H 0.9956 1.5822 -4.3349  0.334
62 H 0.7782 2.8866 -5.4934  0.495
63 H 5.1305 -2.4920 0.3376  0.664
64 H 4.6319 -4.5741 0.6203  0.368
65 H 2.8952 -4.8680 0.5000  0.302
66 H 3.8370 -5.5853 1.8149  0.487
67 H 5.5492 -2.9990 2.4350  0.325
68 H 4.8444 -4.0927 3.6168  0.480
69 H 4.4603 -2.3692 3.6739  0.367
70 H 1.3653 -4.0891 2.4003  0.194
71 H 1.9815 -3.0086 3.6692  0.224
72 H 2.5086 -4.6903 3.5974  0.714
73 O 0.2370 -2.6490 -6.2164  -0.451
74 C -0.4553 -3.4518 -5.3974  0.535
75 O -1.0470 -4.4027 -5.8051  -0.490
76 C -0.5013 -3.0961 -3.9259  0.893
77 C -1.5054 -3.7015 -3.1770  -1.644
78 C -1.6038 -3.4674 -1.8199  -0.414
79 C -0.6994 -2.6162 -1.1773  -0.211
80 C 0.3190 -2.0347 -1.9154  0.056
81 C 0.4125 -2.2772 -3.2805  -1.119
82 N -0.8219 -2.4156 0.2622  0.549
83 C -1.0605 -3.4948 0.9111  -0.676
84 C -1.2534 -3.4919 2.3447  -0.253
85 C -1.4644 -4.6665 3.0417  -0.395
86 C -1.5117 -4.6232 4.4279  -0.962
87 C -1.3275 -3.4032 5.0520  -0.826
88 C -1.1457 -2.2669 4.2785  -0.299
89 N -1.1292 -2.2958 2.9457  0.558
90 H 0.5419 -1.8434 -5.7843  0.291
91 H -2.1948 -4.3688 -3.6780  0.531
92 H -2.3984 -3.9560 -1.2695  0.673
93 H 1.0749 -1.4272 -1.4569  -0.306
94 H 1.2456 -1.8354 -3.8154  0.640
95 H -1.0839 -4.4554 0.4031  0.828
96 H -1.5683 -5.6020 2.5078  0.634
97 H -1.6718 -5.5259 5.0022  0.489
98 H -1.3271 -3.3141 6.1295  0.569
99 H -1.0129 -1.3064 4.7525  0.186
100 O 0.1596 0.3914 3.4135  -0.513
101 C -0.6104 1.4313 4.0581  -0.452
102 C -2.0334 0.9699 3.9799  0.473
103 C -2.9813 1.4159 4.8827  -0.750
104 C -4.2616 0.8924 4.8313  -0.772
105 C -4.5419 -0.0981 3.8979  -1.157
106 C -3.5483 -0.4862 3.0281  -0.255
107 N -2.3189 0.0585 3.0335  0.702
108 H 1.1131 0.5630 3.4352  0.420
109 H -0.4716 2.3778 3.5395  -0.575
110 H -0.2827 1.5168 5.0932  0.813
111 H -2.7071 2.1511 5.6282  0.623
112 H -5.0198 1.2271 5.5269  0.515
113 H -5.5148 -0.5668 3.8457  0.588
114 H -3.7226 -1.2647 2.3002  0.398
115 C -4.3298 -0.6289 -2.6685  -0.933
116 N -4.9252 -0.8992 -1.3577  0.193
117 C -5.5936 0.3067 -0.8704  -1.107
118 N -4.7030 1.4636 -0.8160  0.260
119 C -4.1308 1.6907 -2.1428  -0.913
120 N -3.4224 0.5164 -2.6519  0.259
121 C -2.2027 0.2584 -1.9124  0.067
122 P -2.6070 -0.1515 -0.1309  2.627
123 C -3.9484 -1.4103 -0.4112  -0.741
124 C -3.6809 1.3264 0.2042  -0.946
125 H -5.1361 -0.4195 -3.3709  0.343
126 H -3.7930 -1.5144 -3.0141  0.374
127 H -6.0096 0.1167 0.1211  0.418
128 H -6.4167 0.5369 -1.5464  0.339
129 H -3.4450 2.5389 -2.1042  0.298
130 H -4.9429 1.9290 -2.8291  0.360
131 H -1.5735 1.1491 -1.9405  -0.168
132 H -1.6537 -0.5642 -2.3676  -0.458
133 H -4.4577 -1.6425 0.5265  0.224
134 H -3.5322 -2.3346 -0.8003  0.335
135 H -3.0379 2.2017 0.1968  -0.742
136 H -4.1522 1.2641 1.1853  0.613

Its net charge is +3. The calculation puts the energy above the lowest of the compared OMol25 structures with the same formula, charge and spin at 0.0000 eV. The strongest force on any atom is 0.00882 hartree/bohr. The HOMO energy (spin up / spin down) comes out at -15.428 / -15.322 eV. The gap between HOMO and LUMO (spin up / spin down) is 5.90 / 5.49 eV.